*i*
{"formula": "C2H4NO2", "method": "the ωB97M-V functional and the def2-TZVPD basis", "species": ["O", "H", "O", "H", "C", "H", "N", "H", "C"], "xyz": [[-1.19938, 1.07625, -0.21524], [-0.82760, -0.84167, -1.15096], [2.91183, -0.20975, 0.41284], [-2.25350, -0.82365, 0.18304], [-0.27739, 0.42881, 0.66909], [1.43563, -0.19770, -0.94243], [2.08578, 0.51130, -0.34814], [-0.63433, 0.46017, 1.67371], [-1.24104, -0.40375, -0.28190]], "mulliken_charge": [-0.359, 0.208, -0.462, 0.166, -0.292, 0.162, -0.158, 0.071, -0.335], "lumo_energy_ev": [4.4379, 4.4483], "e_homo_ev": [-1.898, -2.671], "total_charge": -1, "homo_lumo_gap_ev": [6.336, 7.119]}

=====

*ii*
{"formula": "C2H4NO2", "method": "the ωB97M-V functional and the def2-TZVPD basis", "species": ["O", "H", "H", "O", "H", "N", "C", "H", "C"], "xyz": [[-1.15662, 1.32092, 0.38184], [0.63822, -2.35555, -0.86641], [0.97498, -2.33867, 0.89516], [0.86552, 1.00326, -0.62975], [-1.31316, -0.95076, 0.33919], [-0.32925, -0.78807, 0.23694], [0.72536, -1.72255, 0.03242], [1.61395, -1.10210, -0.13815], [-0.17610, 0.67419, -0.04181]], "mulliken_charge": [-0.769, 0.222, 0.250, -0.729, 0.190, -0.228, -0.721, 0.249, 0.534], "lumo_energy_ev": 4.4561, "e_homo_ev": -3.715, "total_charge": -1, "homo_lumo_gap_ev": 8.171}

=====

*iii*
{"formula": "C2H4NO2", "method": "the ωB97M-V functional and the def2-TZVPD basis", "species": ["O", "H", "H", "N", "O", "H", "H", "C", "C"], "xyz": [[-1.80102, -2.45072, -0.28057], [1.02452, 1.14409, 1.87092], [-2.10964, 0.72026, 0.18648], [-1.20592, -1.36387, 0.10489], [1.34351, 2.04329, 1.67026], [0.72252, 2.30317, 1.01894], [-0.92271, 0.45843, -1.09444], [-1.22636, 0.01779, -0.15269], [-0.22059, -0.80057, 0.63104]], "mulliken_charge": [-0.823, 0.383, 0.117, 0.681, -0.663, 0.305, 0.129, -0.500, -0.629], "lumo_energy_ev": 4.3220, "e_homo_ev": -3.401, "total_charge": -1, "homo_lumo_gap_ev": 7.723}

=====

Which of them is least stable? Easy: *i*.

=====

*i*
{"formula": "C2H4NO2", "method": "the ωB97M-V functional and the def2-TZVPD basis", "species": ["H", "C", "C", "N", "H", "O", "H", "O", "H"], "xyz": [[-1.13007, 1.36745, 0.80847], [-0.45078, 0.63337, 0.47945], [0.64931, 1.10391, -0.29902], [-0.93013, -1.92359, 0.07580], [0.86272, 2.26886, -0.60835], [0.87404, 0.73893, 1.05010], [-0.18209, -2.12601, 0.74399], [-0.82231, -2.38785, -1.13134], [1.12930, 0.32492, -1.11909]], "mulliken_charge": [0.053, -0.434, 0.003, -0.191, 0.166, -0.372, 0.134, -0.475, 0.116], "lumo_energy_ev": [4.5233, 4.5114], "e_homo_ev": [-2.309, -1.650], "total_charge": -1, "homo_lumo_gap_ev": [6.833, 6.161]}

=====

*ii*
{"formula": "C2H4NO2", "method": "the ωB97M-V functional and the def2-TZVPD basis", "species": ["H", "H", "O", "H", "C", "C", "H", "O", "N"], "xyz": [[1.21920, -0.18004, -0.15994], [0.48582, -0.21384, -1.69137], [-1.31454, 0.79127, -0.76666], [3.51905, 0.21208, -0.05371], [0.21828, -0.14119, -0.59851], [-0.93351, -0.05082, 0.15132], [2.63364, -1.16720, 0.16201], [-1.49762, -0.28836, 1.24786], [2.70442, -0.21746, 0.08237]], "mulliken_charge": [0.430, 0.215, -0.446, -0.082, -0.410, 0.655, 0.039, -0.667, -0.734], "lumo_energy_ev": 3.6904, "e_homo_ev": -2.806, "total_charge": -1, "homo_lumo_gap_ev": 6.496}

=====

Which of them is least stable? Easy: *i*.

=====

*i*
{"formula": "C3H12N2", "method": "the ωB97M-V functional and the def2-TZVPD basis", "species": ["H", "H", "H", "H", "H", "H", "C", "H", "H", "N", "H", "C", "H", "N", "C", "H", "H"], "xyz": [[-3.64371, 0.12972, 0.88700], [2.32981, -0.18920, -1.72816], [-4.58600, 2.00795, -0.79409], [-3.26244, 1.48153, -1.70947], [-2.16417, 0.65253, 0.32947], [-3.14954, 1.72800, 1.34715], [2.53155, -0.74649, 0.58450], [0.82004, -0.54138, -0.84305], [3.23702, -0.04126, 1.09969], [3.29068, -1.90587, 0.36721], [1.58103, -0.95532, 1.13216], [1.82797, -0.08718, -0.66988], [2.89793, -2.31458, -0.51379], [-3.72139, 1.41792, -0.74028], [-3.13096, 1.01324, 0.49107], [1.53759, 0.87621, -0.31012], [3.60458, -2.52580, 1.07060]], "mulliken_charge": [0.236, 0.306, 0.163, 0.187, 0.134, 0.222, -0.182, 0.294, 0.273, -0.496, 0.190, -1.083, 0.177, -0.443, -0.497, 0.344, 0.174], "lumo_energy_ev": 0.9696, "e_homo_ev": -8.560, "total_charge": 0, "homo_lumo_gap_ev": 9.530}

=====

*ii*
{"formula": "C3H12N2", "method": "the ωB97M-V functional and the def2-TZVPD basis", "species": ["H", "H", "H", "C", "C", "H", "H", "H", "N", "H", "H", "H", "N", "H", "H", "C", "H"], "xyz": [[-1.68536, -3.19284, 1.15811], [-0.17844, 3.38312, -0.94300], [0.86139, -1.91119, 0.62365], [-0.89801, -2.93314, 0.45076], [0.69583, 1.48270, -0.85738], [-0.48143, -1.05778, 0.98833], [-1.42973, 2.03148, -1.11464], [1.35313, 2.04278, -1.53957], [-0.01612, -1.95305, 1.12928], [1.93893, 0.35002, 0.39675], [0.87649, 1.36338, 1.21261], [-0.23075, -3.75529, 0.17220], [1.42379, 1.20922, 0.38097], [-1.36470, -2.66651, -0.50612], [-0.81013, 2.67849, 0.41140], [-0.53227, 2.40106, -0.62085], [0.47737, 0.52754, -1.34252]], "mulliken_charge": [0.251, 0.306, 0.253, -0.717, -0.170, 0.211, 0.241, 0.254, -0.586, 0.219, 0.225, 0.325, -0.605, 0.242, 0.353, -1.017, 0.215], "lumo_energy_ev": 0.9085, "e_homo_ev": -8.932, "total_charge": 0, "homo_lumo_gap_ev": 9.840}

=====

Which of them is least stable? Easy: *i*.

=====

*i*
{"formula": "CH10N2O3", "method": "the ωB97M-V functional and the def2-TZVPD basis", "species": ["H", "H", "H", "N", "C", "H", "H", "H", "O", "H", "H", "N", "H", "O", "H", "O"], "xyz": [[-1.21597, 0.36589, -2.08640], [-1.27326, -2.05811, -1.09054], [2.75786, 0.77773, 1.03943], [1.43265, -0.71924, 0.51528], [1.95139, 0.43037, 0.38418], [-2.34123, -1.36250, 2.47021], [-2.09952, -0.23575, 3.32628], [-0.02323, -1.26493, -0.54563], [-0.69462, -1.31495, -1.28445], [1.45951, 2.23620, -0.15455], [0.97483, 1.16925, -1.31963], [1.65713, 1.35306, -0.59922], [-1.09526, 1.50157, -3.07834], [-1.40538, 1.31902, -2.18747], [1.66407, -1.09427, 1.43281], [-1.74897, -1.10332, 3.17804]], "mulliken_charge": [0.371, 0.310, 0.347, -0.632, -0.035, 0.312, 0.312, 0.481, -0.706, 0.244, 0.250, -0.496, 0.335, -0.668, 0.201, -0.627], "lumo_energy_ev": 0.7245, "e_homo_ev": -9.803, "total_charge": 0, "homo_lumo_gap_ev": 10.527}

=====

*ii*
{"formula": "CH10N2O3", "method": "the ωB97M-V functional and the def2-TZVPD basis", "species": ["H", "H", "N", "H", "O", "N", "O", "H", "H", "H", "C", "H", "H", "O", "H", "H"], "xyz": [[1.98787, -0.04439, 1.28320], [-2.06143, -0.06405, -0.12296], [0.10702, 0.19361, -1.32724], [0.93911, 0.18713, -0.72314], [0.94590, 0.67957, 1.68393], [-1.38354, -0.80928, 0.17906], [2.61812, -0.74824, 0.76349], [-0.91780, -0.72007, 1.08696], [0.01456, -1.93861, -0.86534], [3.25256, -1.07942, 1.40383], [-0.56545, -1.02297, -1.03594], [-1.27379, -1.22942, -1.85172], [-0.62094, 0.92895, -1.02028], [-2.01230, 1.40364, -0.70981], [1.00000, 1.37794, 2.34085], [-2.78289, 1.75253, -1.18459]], "mulliken_charge": [0.400, 0.390, -0.298, 0.327, -0.709, -0.258, -0.725, 0.267, 0.337, 0.262, -0.316, 0.267, 0.390, -0.797, 0.210, 0.251], "lumo_energy_ev": -5.1320, "e_homo_ev": -9.276, "total_charge": 0, "homo_lumo_gap_ev": 4.144}

=====

Which of them is least stable? Easy: *ii*.

=====

*i*
{"formula": "C5H4N2S", "method": "the ωB97M-V functional and the def2-TZVPD basis", "species": ["H", "C", "S", "N", "C", "H", "C", "H", "H", "C", "N", "C"], "xyz": [[0.69484, 0.75812, 2.19334], [-0.74137, -1.35888, 0.82357], [2.75238, -0.53068, -0.59152], [-0.72726, -2.41648, -0.12538], [1.00225, -1.09562, -0.55956], [3.02811, 1.14893, 1.08702], [0.28126, -2.42773, -0.90210], [0.47650, -0.33739, -1.04920], [0.45843, -3.17478, -1.68096], [1.21356, 0.14234, 1.48710], [0.48870, -0.83427, 0.90296], [2.29514, 0.37058, 0.75679]], "mulliken_charge": [0.389, -0.352, -0.122, -0.329, -0.197, 0.319, -0.046, 0.411, 0.369, -0.523, 0.169, -0.088], "lumo_energy_ev": -0.4068, "e_homo_ev": -8.260, "total_charge": 0, "homo_lumo_gap_ev": 7.854}

=====

*ii*
{"formula": "C5H4N2S", "method": "the ωB97M-V functional and the def2-TZVPD basis", "species": ["C", "C", "N", "H", "N", "C", "S", "H", "C", "C", "H", "H"], "xyz": [[0.35290, 0.46066, -0.11323], [-0.60080, -0.01107, -1.02771], [-1.61640, -0.79791, -0.68023], [0.84550, 0.24612, 1.91277], [-0.63211, -0.97938, 1.48239], [1.55208, 1.19268, -0.48581], [1.88729, 1.83567, -1.90308], [2.28969, 1.21846, 0.32382], [0.26670, -0.07882, 1.09736], [-1.50834, -1.29799, 0.57404], [-0.59623, 0.32606, -2.10819], [-2.24028, -2.11448, 0.92787]], "mulliken_charge": [0.604, -0.055, -0.530, 0.423, -0.543, -0.398, -0.245, 0.249, -0.139, -0.001, 0.324, 0.311], "lumo_energy_ev": -1.1074, "e_homo_ev": -9.185, "total_charge": 0, "homo_lumo_gap_ev": 8.077}

=====

Which of them is least stable? Easy: *i*.

=====

*i*
{"formula": "C4H4Br2O", "method": "the ωB97M-V functional and the def2-TZVPD basis", "species": ["C", "C", "H", "H", "H", "Br", "C", "H", "Br", "C", "O"], "xyz": [[1.11449, 0.31140, 2.03857], [1.07177, 0.09547, 0.75048], [-0.75843, 0.76783, -2.67717], [-1.97598, -0.59671, -2.44031], [0.40216, 0.94706, 2.52691], [-1.73610, -1.32813, 0.40524], [-1.22261, 0.04716, -2.02841], [1.88985, -0.14616, 2.63254], [2.18192, -0.93000, -0.32645], [-0.89314, -0.00251, -0.74843], [-0.07393, 0.83458, -0.13297]], "mulliken_charge": [-0.411, 0.140, 0.265, 0.258, 0.281, -0.159, -0.636, 0.260, -0.037, 0.433, -0.393], "lumo_energy_ev": 0.5744, "e_homo_ev": -9.302, "total_charge": 0, "homo_lumo_gap_ev": 9.876}

=====

*ii*
{"formula": "C4H4Br2O", "method": "the ωB97M-V functional and the def2-TZVPD basis", "species": ["H", "C", "Br", "C", "H", "Br", "H", "C", "H", "C", "O"], "xyz": [[-2.49192, -0.32305, -2.20749], [-0.02572, 0.02941, 0.28375], [-2.27565, 1.79882, -0.19534], [-1.46677, -0.40994, -1.76391], [-0.73232, -1.20869, 1.91839], [-2.69161, -1.26282, 0.33313], [0.66293, 0.65261, -0.30411], [0.09048, -0.52288, 1.45126], [1.07538, -0.52254, 1.94872], [-1.40374, 0.01106, -0.25478], [-0.52124, -1.02062, -2.22283]], "mulliken_charge": [0.372, -0.195, -0.057, -0.016, 0.166, -0.029, 0.345, -0.629, 0.274, 0.219, -0.452], "lumo_energy_ev": 0.1848, "e_homo_ev": -10.183, "total_charge": 0, "homo_lumo_gap_ev": 10.368}

=====

Which of them is least stable? Easy: *i*.